Entry 1:
Molecular formula: C33H65BO8
Method: DFT, wB97M-V/def2-TZVPD

Cartesian coordinates (Å):
B: -4.913 1.332 -0.652
C: -4.227 0.020 -0.161
C: -3.230 0.435 0.953
C: -1.850 0.753 0.391
C: -0.777 1.194 1.427
C: -1.257 1.358 2.866
C: -0.184 1.973 3.758
O: -0.781 2.463 4.969
C: -0.427 3.703 5.382
O: -0.073 3.894 6.517
C: -0.516 4.784 4.363
C: -1.458 4.906 3.410
H: -4.252 2.199 -1.144
H: -6.082 1.513 -0.491
H: -3.725 -0.504 -0.978
H: -4.995 -0.617 0.285
H: -3.650 1.293 1.494
H: -3.142 -0.367 1.691
H: -1.478 -0.137 -0.117
H: -1.932 1.538 -0.362
H: -0.313 2.125 1.087
H: 0.019 0.445 1.424
H: -2.130 2.009 2.943
H: -1.478 0.367 3.270
H: 0.569 1.217 3.998
H: 0.330 2.760 3.205
H: 0.277 5.527 4.428
H: -2.508 4.694 3.586
H: -1.139 5.238 2.428
C: 4.865 0.747 1.157
C: 4.611 1.756 2.276
C: 3.092 1.856 2.257
O: 2.606 0.580 1.834
C: 3.688 -0.205 1.328
H: 5.828 0.244 1.229
H: 4.810 1.244 0.186
H: 4.951 1.349 3.231
H: 5.098 2.717 2.123
H: 2.754 2.612 1.539
H: 2.670 2.094 3.233
H: 3.918 -0.993 2.054
H: 3.379 -0.676 0.394
C: -0.058 1.020 -4.913
C: -1.387 1.770 -4.952
C: -2.125 1.142 -3.774
O: -1.127 0.772 -2.821
C: 0.169 0.863 -3.419
H: 0.758 1.542 -5.410
H: -0.168 0.038 -5.380
H: -1.221 2.834 -4.769
H: -1.927 1.666 -5.892
H: -2.664 0.238 -4.083
H: -2.836 1.822 -3.302
H: 0.683 1.737 -3.002
H: 0.747 -0.028 -3.171
C: 2.696 -4.169 -3.706
C: 1.747 -4.245 -4.897
C: 1.323 -2.791 -5.047
O: 2.431 -1.997 -4.608
C: 3.385 -2.832 -3.946
H: 3.396 -5.001 -3.649
H: 2.125 -4.140 -2.776
H: 2.288 -4.574 -5.787
H: 0.909 -4.920 -4.741
H: 0.462 -2.562 -4.408
H: 1.072 -2.524 -6.074
H: 4.257 -2.947 -4.599
H: 3.705 -2.345 -3.024
C: 0.320 -3.062 4.727
C: -0.789 -4.090 4.517
C: -1.821 -3.276 3.748
O: -1.091 -2.318 2.978
C: 0.272 -2.285 3.419
H: 1.297 -3.503 4.919
H: 0.071 -2.407 5.564
H: -0.423 -4.914 3.900
H: -1.185 -4.506 5.441
H: -2.491 -2.740 4.428
H: -2.426 -3.885 3.075
H: 0.891 -2.758 2.649
H: 0.591 -1.247 3.531
C: 0.336 -9.425 -2.661
C: -0.807 -9.146 -3.634
C: -0.649 -7.650 -3.872
O: 0.748 -7.369 -3.751
C: 1.421 -8.496 -3.188
H: 0.649 -10.468 -2.638
H: 0.046 -9.133 -1.649
H: -0.650 -9.695 -4.564
H: -1.790 -9.408 -3.246
H: -1.190 -7.068 -3.118
H: -0.991 -7.338 -4.860
H: 2.009 -8.981 -3.975
H: 2.103 -8.152 -2.410
C: -1.574 9.102 0.932
C: -0.537 9.727 1.863
C: -0.092 8.521 2.680
O: -0.214 7.386 1.819
C: -0.953 7.741 0.649
H: -1.756 9.678 0.026
H: -2.524 8.982 1.457
H: 0.300 10.120 1.282
H: -0.930 10.532 2.481
H: -0.740 8.370 3.550
H: 0.939 8.597 3.026
H: -0.262 7.788 -0.200
H: -1.695 6.968 0.446

Values from the calculation:
HOMO   -8.9536 eV
Charge   0
Structure (SMILES)   BCCCCCCOC(=O)C=C.C1CCOC1.C1CCOC1.C1CCOC1.C1CCOC1.C1CCOC1.C1CCOC1

Atom charges from the Mulliken analysis, given in e for atoms 1 to 99: number 1, B, carries 0.248; number 2, C, carries -0.784; number 3, C, carries -0.205; number 4, C, carries -0.204; number 5, C, carries 0.058; number 6, C, carries -0.009; number 7, C, carries -0.857; number 8, O, carries -0.319; number 9, C, carries 0.191; number 10, O, carries -0.586; number 11, C, carries -0.044; number 12, C, carries -0.445; number 13, H, carries -0.129; number 14, H, carries -0.097; number 15, H, carries 0.277; number 16, H, carries 0.296; number 17, H, carries 0.252; number 18, H, carries 0.135; number 19, H, carries 0.192; number 20, H, carries -0.056; number 21, H, carries 0.367; number 22, H, carries -0.166; number 23, H, carries 0.288; number 24, H, carries -0.068; number 25, H, carries 0.331; number 26, H, carries 0.407; number 27, H, carries 0.359; number 28, H, carries 0.323; number 29, H, carries 0.208; number 30, C, carries -0.575; number 31, C, carries -0.677; number 32, C, carries -0.200; number 33, O, carries -0.268; number 34, C, carries -0.454; number 35, H, carries 0.349; number 36, H, carries 0.272; number 37, H, carries 0.276; number 38, H, carries 0.379; number 39, H, carries 0.219; number 40, H, carries 0.187; number 41, H, carries 0.281; number 42, H, carries 0.212; number 43, C, carries -0.324; number 44, C, carries -0.684; number 45, C, carries -0.313; number 46, O, carries -0.270; number 47, C, carries -0.454; number 48, H, carries 0.400; number 49, H, carries 0.042; number 50, H, carries 0.296; number 51, H, carries 0.383; number 52, H, carries 0.258; number 53, H, carries 0.176; number 54, H, carries 0.294; number 55, H, carries 0.176; number 56, C, carries -0.492; number 57, C, carries -0.235; number 58, C, carries -0.360; number 59, O, carries -0.389; number 60, C, carries -0.371; number 61, H, carries 0.355; number 62, H, carries 0.221; number 63, H, carries 0.250; number 64, H, carries 0.055; number 65, H, carries 0.205; number 66, H, carries 0.288; number 67, H, carries 0.254; number 68, H, carries 0.214; number 69, C, carries -0.686; number 70, C, carries -0.609; number 71, C, carries -0.468; number 72, O, carries -0.299; number 73, C, carries 0.375; number 74, H, carries 0.387; number 75, H, carries 0.291; number 76, H, carries 0.248; number 77, H, carries 0.352; number 78, H, carries 0.291; number 79, H, carries 0.279; number 80, H, carries 0.183; number 81, H, carries -0.297; number 82, C, carries -0.544; number 83, C, carries -0.587; number 84, C, carries -0.427; number 85, O, carries -0.300; number 86, C, carries -0.472; number 87, H, carries 0.335; number 88, H, carries 0.272; number 89, H, carries 0.271; number 90, H, carries 0.331; number 91, H, carries 0.293; number 92, H, carries 0.280; number 93, H, carries 0.274; number 94, H, carries 0.269; number 95, C, carries -0.602; number 96, C, carries -0.530; number 97, C, carries -0.449; number 98, O, carries -0.329; number 99, C, carries -0.344

=====

Entry 2:
Molecular formula: C33H65F3O9
Method: DFT, wB97M-V/def2-TZVPD

Cartesian coordinates (Å):
C: -4.361 -3.280 3.235
C: -3.580 -3.566 2.392
C: -2.600 -3.845 1.350
C: -2.168 -2.527 0.658
C: -2.445 -2.555 -0.845
C: -1.973 -1.288 -1.496
C: -1.292 -1.203 -2.644
C: -0.972 -2.413 -3.485
F: -2.046 -3.252 -3.605
F: 0.036 -3.132 -2.922
F: -0.583 -2.080 -4.743
C: -0.842 0.156 -3.097
O: -0.826 0.497 -4.249
C: -0.507 1.109 -1.999
C: 0.558 2.142 -2.195
C: 1.890 1.625 -2.740
C: 2.837 1.055 -1.687
C: 2.218 0.121 -0.650
C: 3.313 -0.609 0.142
C: 4.080 -1.678 -0.636
C: 3.157 -2.860 -1.012
C: -1.249 1.042 -0.893
C: -2.302 0.011 -0.813
O: -3.369 0.185 -0.282
H: -4.994 -2.776 3.920
H: -3.006 -4.552 0.634
H: -1.738 -4.274 1.856
H: -1.109 -2.338 0.821
H: -2.699 -1.718 1.142
H: -3.497 -2.732 -1.054
H: -1.893 -3.401 -1.240
H: 0.164 2.894 -2.879
H: 0.718 2.633 -1.239
H: 2.396 2.485 -3.177
H: 1.759 0.926 -3.562
H: 3.352 1.851 -1.159
H: 3.621 0.511 -2.205
H: 1.520 -0.600 -1.073
H: 1.693 0.743 0.075
H: 4.021 0.146 0.474
H: 2.864 -1.095 1.007
H: 4.551 -1.289 -1.532
H: 4.887 -2.052 -0.010
H: 3.498 -3.796 -0.583
H: 3.085 -2.972 -2.090
H: 2.152 -2.690 -0.635
H: -1.121 1.703 -0.051
C: 3.831 5.620 -2.158
C: 5.114 4.817 -2.075
O: 4.956 3.557 -2.728
H: 3.010 5.058 -1.712
H: 3.927 6.572 -1.634
H: 3.566 5.823 -3.199
H: 5.358 4.599 -1.036
H: 5.955 5.365 -2.515
H: 4.741 3.722 -3.650
C: 0.064 7.427 0.361
C: 0.414 6.282 -0.570
O: 1.009 5.194 0.147
H: 0.953 7.779 0.886
H: -0.371 8.263 -0.190
H: -0.655 7.102 1.117
H: 1.145 6.604 -1.312
H: -0.476 5.930 -1.093
H: 0.369 4.892 0.798
C: -1.801 -2.070 7.669
C: -2.560 -2.196 6.359
O: -1.790 -2.841 5.358
H: -0.875 -1.514 7.517
H: -2.398 -1.555 8.424
H: -1.536 -3.058 8.052
H: -2.812 -1.209 5.970
H: -3.495 -2.748 6.515
H: -1.574 -3.725 5.681
C: -0.692 -7.159 8.139
C: -1.267 -6.870 6.765
O: -1.009 -5.525 6.358
H: -1.107 -6.474 8.877
H: -0.913 -8.182 8.446
H: 0.393 -7.027 8.140
H: -2.349 -6.985 6.770
H: -0.855 -7.559 6.022
H: -0.055 -5.400 6.330
C: -6.271 -3.854 -4.400
C: -6.214 -4.169 -2.917
O: -4.921 -4.624 -2.522
H: -6.003 -4.734 -4.985
H: -7.270 -3.527 -4.693
H: -5.562 -3.062 -4.653
H: -6.908 -4.970 -2.669
H: -6.488 -3.288 -2.327
H: -4.293 -3.925 -2.729
C: -4.678 5.988 -3.132
C: -3.734 5.423 -2.088
O: -2.634 6.299 -1.837
H: -4.145 6.173 -4.065
H: -5.501 5.300 -3.329
H: -5.099 6.940 -2.798
H: -3.304 4.484 -2.431
H: -4.269 5.231 -1.153
H: -2.991 7.134 -1.520
C: 8.148 1.288 -0.349
C: 7.185 0.547 -1.259
O: 5.858 1.046 -1.149
H: 7.822 1.215 0.688
H: 9.158 0.882 -0.429
H: 8.184 2.349 -0.610
H: 7.140 -0.507 -0.987
H: 7.516 0.615 -2.302
H: 5.865 1.975 -1.406

Values from the calculation:
HOMO   -9.4123 eV
Charge   0
Structure (SMILES)   C#CCCCC1=C(C(F)(F)F)C(=O)C(CCCCCCC)=CC1=O.CCO.CCO.CCO.CCO.CCO.CCO.CCO

Atom charges from the Mulliken analysis, given in e for atoms 1 to 99: number 1, C, carries -0.145; number 2, C, carries -0.615; number 3, C, carries -0.378; number 4, C, carries -0.909; number 5, C, carries -0.930; number 6, C, carries 1.798; number 7, C, carries 0.370; number 8, C, carries 0.330; number 9, F, carries -0.214; number 10, F, carries -0.221; number 11, F, carries -0.280; number 12, C, carries -0.521; number 13, O, carries -0.559; number 14, C, carries 0.684; number 15, C, carries -1.075; number 16, C, carries -1.277; number 17, C, carries -0.014; number 18, C, carries 0.814; number 19, C, carries -1.346; number 20, C, carries -0.166; number 21, C, carries -1.012; number 22, C, carries -0.569; number 23, C, carries -0.314; number 24, O, carries -0.606; number 25, H, carries 0.450; number 26, H, carries 0.385; number 27, H, carries 0.294; number 28, H, carries 0.346; number 29, H, carries 0.408; number 30, H, carries 0.172; number 31, H, carries 0.537; number 32, H, carries 0.622; number 33, H, carries 0.446; number 34, H, carries 0.139; number 35, H, carries 0.582; number 36, H, carries 0.126; number 37, H, carries 0.151; number 38, H, carries -0.470; number 39, H, carries 0.308; number 40, H, carries 0.336; number 41, H, carries 0.466; number 42, H, carries 0.065; number 43, H, carries 0.507; number 44, H, carries 0.368; number 45, H, carries 0.261; number 46, H, carries 0.075; number 47, H, carries 0.570; number 48, C, carries -0.911; number 49, C, carries -0.335; number 50, O, carries -0.498; number 51, H, carries 0.135; number 52, H, carries 0.402; number 53, H, carries 0.339; number 54, H, carries 0.283; number 55, H, carries 0.348; number 56, H, carries 0.261; number 57, C, carries -1.362; number 58, C, carries 0.311; number 59, O, carries -0.503; number 60, H, carries 0.358; number 61, H, carries 0.352; number 62, H, carries 0.350; number 63, H, carries 0.224; number 64, H, carries -0.005; number 65, H, carries 0.287; number 66, C, carries -1.018; number 67, C, carries -0.191; number 68, O, carries -0.443; number 69, H, carries 0.258; number 70, H, carries 0.358; number 71, H, carries 0.216; number 72, H, carries 0.334; number 73, H, carries 0.245; number 74, H, carries 0.335; number 75, C, carries -1.057; number 76, C, carries -0.292; number 77, O, carries -0.501; number 78, H, carries 0.269; number 79, H, carries 0.343; number 80, H, carries 0.340; number 81, H, carries 0.301; number 82, H, carries 0.260; number 83, H, carries 0.240; number 84, C, carries -1.037; number 85, C, carries -0.203; number 86, O, carries -0.471; number 87, H, carries 0.258; number 88, H, carries 0.349; number 89, H, carries 0.312; number 90, H, carries 0.303; number 91, H, carries 0.247; number 92, H, carries 0.264; number 93, C, carries -1.138; number 94, C, carries -0.063; number 95, O, carries -0.453; number 96, H, carries 0.295; number 97, H, carries 0.345; number 98, H, carries 0.338; number 99, H, carries 0.145

=====

no.,LUMO (eV),total energy (Eh),gap between HOMO and LUMO (eV)
1,0.479,-1922.9546,9.4327
2,-0.903,-2272.9895,8.5091